92
Properties=species:S:1:pos:R:3:forces:R:3 method="wB97M-V/def2-TZVPD" orbital_gap_ev="4.24 / 4.23" relative_energy_ev=2.251 e_tot_ha=-5417.553349 total_charge=+2
W -0.010149 -0.392995 0.142170 0.541 -0.006 -1.024
Cl 5.059132 3.354453 3.825997 0.001 -0.011 -0.008
C 4.125146 2.403465 2.730611 -0.021 0.067 0.035
C 4.645396 1.210615 2.230794 0.032 -0.032 -0.010
C 3.911226 0.434802 1.354226 -0.023 0.009 -0.014
C 2.630323 0.832472 0.969090 0.026 0.096 0.104
O 1.944275 0.127989 0.077111 -0.196 -0.023 -0.016
C 2.109268 2.036714 1.470665 0.092 -0.070 -0.008
C 0.807944 2.500698 1.098564 -0.107 -0.035 0.042
N -0.149203 1.792171 0.600609 0.092 0.067 -0.017
C -1.419143 2.399200 0.368579 -0.069 -0.011 -0.041
C -1.769096 3.693067 0.663590 0.012 -0.029 -0.054
C -3.054465 4.177773 0.357222 -0.016 0.024 0.006
C -3.975575 3.382742 -0.260922 -0.007 0.035 -0.001
C -3.652229 2.043947 -0.569062 0.026 -0.046 0.007
C -4.525840 1.185396 -1.271827 0.009 -0.004 -0.012
C -4.114471 -0.077125 -1.589576 -0.002 0.014 0.008
C -2.863818 -0.513819 -1.140614 -0.068 -0.038 0.088
N -2.045750 0.239786 -0.426921 -0.006 -0.046 0.111
C -2.387426 1.545241 -0.201741 0.041 0.093 -0.047
C 2.876582 2.828196 2.338593 0.032 -0.048 -0.008
H 5.641220 0.906273 2.525324 -0.006 0.000 0.001
H 4.337503 -0.465422 0.928853 -0.013 -0.001 -0.003
H 0.621992 3.548523 1.310070 -0.019 0.006 0.004
H -1.075343 4.380280 1.125362 0.009 -0.002 -0.016
H -3.295450 5.202952 0.601767 -0.002 -0.003 -0.008
H -4.950279 3.765929 -0.532920 0.005 0.000 0.006
H -5.500421 1.549981 -1.571513 0.003 -0.007 -0.002
H -4.731410 -0.757152 -2.158597 -0.010 0.003 0.007
H -2.544958 -1.524717 -1.347235 -0.013 0.089 -0.001
H 2.485704 3.765974 2.713169 -0.012 -0.001 -0.010
I 0.037869 2.274613 -4.428820 -0.016 0.063 0.007
C 0.512157 0.300593 -4.042598 0.117 -0.074 -0.061
C 0.964359 -0.547783 -5.025050 -0.006 0.036 -0.018
C 1.308973 -1.883560 -4.739601 -0.034 0.010 0.132
I 2.082173 -3.019624 -6.301731 0.008 -0.027 -0.012
C 1.139231 -2.402033 -3.468449 -0.148 -0.153 -0.088
C 1.450127 -3.760009 -3.056077 -0.006 -0.119 0.036
C 1.300357 -4.132210 -1.787418 0.020 0.013 -0.072
C 0.789557 -3.214397 -0.728752 -0.147 -0.077 0.006
N 0.307675 -1.890224 -1.172326 0.610 0.156 0.091
C 0.613946 -1.543505 -2.481062 0.005 0.044 0.145
C 0.401518 -0.192118 -2.731479 -0.126 0.288 0.105
O 0.103538 0.539667 -1.690365 -0.157 -0.166 0.318
H 1.080215 -0.184814 -6.037118 -0.009 0.027 0.013
H 1.789917 -4.469480 -3.798764 -0.005 0.014 0.000
H 1.483410 -5.158197 -1.491256 0.004 0.017 0.031
H -0.014619 -3.721454 -0.191798 -0.069 -0.002 -0.022
C 2.618370 -3.806150 1.025993 0.027 -0.101 0.099
C 2.881849 -3.711399 2.362281 -0.029 0.002 -0.134
C 2.281116 -2.667914 3.067034 -0.003 0.103 0.165
C 1.375599 -1.764979 2.471172 -0.005 -0.148 0.014
N 1.079725 -1.886853 1.179072 -0.128 0.113 -0.041
C 1.811270 -2.798541 0.356239 0.093 0.047 -0.062
C 0.604353 -0.772499 3.156954 -0.031 -0.094 -0.143
C 0.674477 -0.512510 4.533798 -0.008 0.034 0.013
C -0.251355 0.326036 5.097343 0.018 0.002 0.015
C -1.270474 0.863768 4.297898 -0.024 0.012 0.034
C -1.324829 0.616646 2.944328 0.067 -0.020 -0.024
C -0.354470 -0.182141 2.306945 -0.108 0.252 0.161
H 3.065702 -4.584763 0.418374 0.003 0.034 -0.026
H 3.534271 -4.414255 2.860434 0.003 0.018 0.018
H 2.506842 -2.527419 4.117091 -0.001 -0.057 -0.009
H 2.568415 -2.180395 -0.188637 -0.042 0.018 -0.034
H 1.435272 -0.970234 5.153631 -0.007 -0.003 -0.010
H -0.220051 0.548306 6.155162 0.010 -0.007 -0.004
H -2.028356 1.485659 4.758424 -0.003 -0.002 -0.018
H -2.140884 1.048346 2.380116 0.008 0.014 -0.008
Ge -1.781278 -2.249309 1.330729 -0.455 -0.168 0.330
C -1.362642 -3.117521 3.015280 0.087 -0.078 -0.031
C -1.965820 -2.691332 4.197220 0.028 0.060 0.020
C -1.668483 -3.308930 5.404717 -0.016 0.005 0.009
C -0.764645 -4.361288 5.448113 0.017 -0.018 -0.028
C -0.175541 -4.815598 4.274189 -0.020 0.006 0.043
C -0.480903 -4.196959 3.069341 -0.053 -0.092 -0.082
C -2.485028 -3.677648 0.154702 0.053 -0.006 -0.019
C -3.322209 -4.550505 0.853989 -0.008 -0.059 0.083
C -3.997656 -5.571282 0.198993 0.000 -0.017 -0.066
C -3.846171 -5.742066 -1.169036 0.006 0.019 0.029
C -3.016603 -4.884640 -1.877919 -0.007 -0.015 0.002
C -2.347009 -3.862509 -1.219801 0.066 0.011 -0.041
H -2.952131 -1.289684 1.602212 -0.006 -0.021 0.030
H -2.675006 -1.871849 4.182744 0.009 0.004 -0.016
H -2.150659 -2.973862 6.313975 0.002 0.000 -0.005
H -0.539327 -4.844724 6.389663 -0.005 0.001 -0.005
H 0.494622 -5.666519 4.297602 -0.004 0.009 -0.003
H -0.054392 -4.596003 2.151305 0.017 0.026 0.021
H -3.455757 -4.449808 1.925913 0.016 0.017 -0.025
H -4.638738 -6.236026 0.762728 -0.004 0.008 0.000
H -4.371202 -6.537852 -1.680089 0.006 -0.001 0.002
H -2.890320 -5.005835 -2.946063 -0.003 -0.009 0.004
H -1.712627 -3.213133 -1.814235 0.060 -0.041 0.009